This record from OMol25 describes 2 unconnected molecules or ions with the total composition C4H14N3O at a distorted geometry. The level of theory is ωB97M-V/def2-TZVPD.

```
22
Properties=species:S:1:pos:R:3:forces:R:3:mulliken_charge:R:1
C -1.50388 -0.30300 -0.34452 0.3 -1.8 1.4 -0.369
C -1.02968 -0.29782 1.09189 -0.8 -0.3 1.1 -0.814
C 0.46105 -0.24018 1.32694 0.3 0.9 0.6 -0.529
N 2.28234 1.86610 -1.07456 0.5 0.2 0.1 -0.606
C 1.95045 0.94942 -0.27873 -0.5 0.0 0.6 0.104
N 0.99840 0.99798 0.75053 -0.4 -0.1 -0.1 -0.436
N -1.42531 1.06682 -0.89976 -0.8 -0.5 -1.7 -0.165
H -2.45992 -0.81454 -0.36265 -0.8 1.1 -0.3 0.392
H -0.92582 -1.06622 -0.86014 0.7 0.8 -0.6 0.126
H -1.48040 0.52268 1.67342 0.0 0.2 -0.4 0.378
H -1.49198 -1.15201 1.60285 0.4 -0.2 -0.2 0.403
H 0.60393 -0.21549 2.41548 0.2 -0.2 -0.2 0.359
H 1.02802 -1.05741 0.90360 -0.2 -0.3 0.0 0.265
H 1.88988 2.77392 -0.82375 -0.2 0.0 -0.1 0.240
H 2.38329 -0.04619 -0.33948 0.0 -0.1 -0.5 0.367
H 0.84258 1.82692 1.30740 0.4 0.1 -0.2 0.281
H -0.67814 1.58248 -0.43416 0.5 0.0 0.1 0.263
H -1.27084 1.02673 -1.90704 0.7 0.0 -0.1 0.372
H -2.30400 1.56991 -0.87944 -0.4 0.2 0.8 0.375
H 0.14639 -3.23017 -1.40562 -0.2 0.5 -0.1 0.269
H 1.34426 -3.18098 -0.58234 0.1 0.6 0.2 0.305
O 0.63937 -2.57893 -0.87993 0.2 -1.2 -0.2 -0.581
```
Positions in Å, forces in eV/Å.

Calculated values
Charge = +1
Electronic energy = -400.04663 Eh
ΔE to the lowest compared entry with this formula, charge and spin = 225.6 kJ/mol
2S+1 = 1